(1)
This record from OMol25 describes C28H42CeN6S2 as an isolated structure at a distorted geometry. The level of theory is ωB97M-V/def2-TZVPD.

Calculated values
Expectation value of S²: 0.751
Charge: +1
E_HOMO (alpha / beta) in eV: -9.7 / -9.7
Spin multiplicity: 2
Kohn-Sham gap (alpha / beta) in eV: 7.43 / 7.47

Each line ends with the Löwdin charge.
CARTESIAN COORDINATES (ANGSTROEM)
Ce  -0.53150  -0.16319  0.51489  0.89
C  0.03217  -2.67771  -1.25219  -0.06
N  1.17828  -1.85759  -0.74256  -0.24
C  1.89467  -2.54176  0.36610  -0.14
C  2.59928  -1.60366  1.34768  -0.15
N  1.62907  -1.03558  2.33030  -0.21
C  2.14579  0.16620  2.96431  -0.08
C  1.27948  -2.07920  3.29249  -0.29
C  2.26952  -2.55190  4.12456  -0.04
C  1.99096  -3.63365  4.96830  -0.07
C  0.75150  -4.25854  4.96058  -0.09
C  -0.24205  -3.77028  4.16666  -0.11
C  -0.00023  -2.67213  3.31498  -0.57
S  -1.33756  -2.03847  2.38205  0.69
C  2.14421  -1.56256  -1.77919  -0.26
C  2.55380  -2.57048  -2.64582  -0.01
C  3.47285  -2.27314  -3.63330  -0.05
C  4.07331  -1.02898  -3.68369  -0.06
C  3.71146  -0.05754  -2.77876  -0.08
C  2.74348  -0.29996  -1.80513  -0.44
S  2.35499  0.99304  -0.61983  0.89
H  0.32127  -3.67181  -1.62256  0.11
H  -0.48789  -2.11678  -2.02154  0.09
H  -0.68344  -2.84732  -0.44944  0.06
H  2.63151  -3.21578  -0.05072  0.13
H  1.18888  -3.13658  0.93869  0.12
H  3.11113  -0.78049  0.81930  0.07
H  3.32319  -2.26576  1.87150  0.14
H  3.14658  0.04955  3.43917  0.11
H  1.43240  0.63662  3.64769  0.11
H  2.34155  0.88629  2.22790  0.03
H  3.24908  -2.12668  4.17683  0.11
H  2.79009  -4.00224  5.57868  0.10
H  0.54823  -5.17677  5.52893  0.12
H  -1.21535  -4.22282  4.12120  0.10
H  2.22077  -3.59205  -2.53887  0.12
H  3.86054  -3.04147  -4.26773  0.11
H  4.80175  -0.84873  -4.41956  0.10
H  4.25077  0.85988  -2.71997  0.11
N  1.56622  3.30373  -3.13135  0.05
C  0.31328  3.06011  -2.40864  -0.45
C  0.02165  4.10642  -1.36009  -0.10
C  -1.05633  3.62601  -0.36926  -0.33
N  -0.53529  2.62098  0.59257  0.00
C  -2.30467  3.14222  -1.15307  -0.08
C  -2.03489  2.30983  -2.41385  -0.34
N  -1.64191  0.90822  -2.05228  0.04
C  -0.93518  2.91192  -3.28280  -0.11
H  2.41327  1.97055  -1.51382  -0.11
H  1.63694  4.26588  -3.44542  0.08
H  1.69904  2.75488  -3.98460  0.09
H  0.45363  2.10140  -1.92582  0.05
H  -0.36075  5.06425  -1.79156  0.14
H  0.97180  4.34179  -0.75990  0.14
H  -1.45526  4.45568  0.22840  0.15
H  -1.14284  2.64208  1.42959  0.08
H  0.34776  2.94988  1.00485  0.10
H  -2.86282  4.01601  -1.52780  0.13
H  -3.03348  2.56841  -0.51715  0.12
H  -2.93302  2.23874  -2.99672  0.14
H  -1.22710  0.45087  -2.86368  0.09
H  -2.52560  0.40706  -1.92450  0.04
H  -1.24887  3.87196  -3.72026  0.13
H  -0.74434  2.20747  -4.13482  0.13
C  -3.88550  -1.31730  -1.06486  -0.04
C  -3.87330  -0.21466  -0.08472  -0.40
C  -4.87239  0.68794  0.23961  -0.05
C  -4.44441  1.32051  1.41453  -0.08
C  -3.20083  0.84666  1.75516  -0.42
C  -2.47442  1.10002  3.02512  -0.07
N  -2.83836  -0.09531  0.81386  -0.18
H  -4.68479  -1.16031  -1.81073  0.10
H  -4.06193  -2.26312  -0.58592  0.08
H  -2.91841  -1.37615  -1.61413  0.06
H  -5.78782  0.82594  -0.29742  0.10
H  -4.96033  2.07871  1.97348  0.10
H  -2.76893  0.34003  3.75369  0.09
H  -2.77384  2.04445  3.49091  0.10
H  -1.38049  1.01621  2.96149  0.04



(2)
This record from OMol25 describes a 2-piece molecular cluster, C4H8O overall at a distorted geometry. The level of theory is ωB97M-V/def2-TZVPD.

Calculated values
Structure (SMILES): CC=O.C=C
Charge: 0
E_HOMO in eV: -9.9
Energy relative to the best compared isomer or geometry (same formula, charge and spin) in eV: 2.624
Kohn-Sham gap in eV: 10.99

Each line ends with the Löwdin charge.
CARTESIAN COORDINATES (ANGSTROEM)
C  -4.41337  -4.61960  0.17906  -0.06
C  -3.29570  -4.77764  -0.53762  -0.07
H  -4.76561  -5.51253  0.64055  0.04
H  -4.73324  -3.65217  0.23522  0.01
H  -2.71278  -5.65203  -0.46791  0.03
H  -2.90064  -3.82845  -0.83763  0.04
O  3.05283  2.35157  0.86361  0.01
C  3.49197  3.49208  0.82280  -0.27
C  3.11098  4.50592  -0.36559  -0.06
H  4.14837  3.85420  1.54965  0.08
H  2.28953  3.92780  -1.13435  0.14
H  2.66990  5.45313  -0.03175  0.05
H  4.05775  4.45772  -0.91606  0.05



(3)
This record from OMol25 describes a 11-piece molecular cluster, C45H68N3O27 overall at a distorted geometry. The level of theory is ωB97M-V/def2-TZVPD.

Calculated values
Charge: -1
E_HOMO in eV: -2.1
Kohn-Sham gap in eV: 0.70

Each line ends with the Löwdin charge.
CARTESIAN COORDINATES (ANGSTROEM)
C  -1.56453  -0.88286  -1.06575  -0.03
C  -1.79518  0.59447  -0.72417  -0.26
C  -0.80515  1.11209  0.33867  -0.19
O  0.50722  1.19674  -0.23441  -0.18
C  1.54179  1.50559  0.69702  -0.09
N  -1.72057  1.41565  -2.03232  0.26
H  -2.53147  1.35310  -2.63118  0.18
H  -1.58946  2.37557  -1.74692  0.17
H  -0.91875  1.10313  -2.56101  0.16
H  -1.76374  -1.49828  -0.18844  0.10
H  -0.55606  -1.09690  -1.41968  0.09
H  -2.31247  -1.22306  -1.78196  0.09
H  -2.78779  0.78486  -0.31602  0.16
H  -0.82212  0.59217  1.29653  0.13
H  -1.16575  2.01750  0.82682  0.13
H  2.07631  2.44095  0.53119  0.09
H  2.23595  0.66840  0.62384  0.09
H  1.32574  1.55341  1.76433  0.09
O  -6.44321  1.45776  -8.08679  0.01
C  -7.08673  1.62534  -6.89039  -0.90
O  -7.92062  2.51292  -6.86242  -0.06
O  -6.89643  0.97527  -5.81894  -0.12
H  -6.83525  2.19201  -8.56508  0.07
C  -7.16200  5.08691  2.16506  -0.18
C  -6.42340  5.58282  0.95529  -0.61
O  -7.00112  5.28620  -0.29994  -0.42
H  -6.46694  5.13759  3.00317  0.03
H  -7.44987  4.03575  2.14800  0.05
H  -8.03475  5.71457  2.34522  0.05
H  -5.43457  5.13513  1.05474  0.03
H  -6.05083  6.59830  1.08977  0.05
C  12.45539  2.74811  -1.08205  -0.13
O  12.26356  3.64424  -0.06576  -0.18
C  12.41476  4.97352  -0.37250  -0.23
C  11.15481  5.82646  -0.74454  -0.14
O  10.42649  6.32531  0.42297  -0.18
C  9.78672  5.34335  1.18363  -0.14
H  13.35513  2.91391  -1.67456  0.08
H  11.58353  2.74833  -1.73625  0.09
H  12.68075  1.79304  -0.60756  0.09
H  13.24042  5.12776  -1.06719  0.12
H  12.83545  5.45174  0.51204  0.13
H  10.58599  5.32022  -1.52445  0.12
H  11.56283  6.73160  -1.19435  0.12
H  9.17264  5.86246  1.91952  0.09
H  10.54254  4.84017  1.78667  0.08
H  9.21084  4.53907  0.72580  0.09
C  -4.99592  -1.66832  5.38316  -0.08
O  -3.60038  -1.65751  5.77670  -0.22
C  -3.10946  -2.89282  6.39667  -0.17
C  -1.62071  -3.04346  6.56421  -0.23
O  -0.90244  -3.11251  5.36443  -0.20
C  0.48151  -2.75063  5.41892  -0.09
H  -5.13705  -2.57379  4.79299  0.08
H  -5.13722  -0.67736  4.95172  0.09
H  -5.63255  -1.69490  6.26752  0.08
H  -3.33622  -3.62362  5.62039  0.12
H  -3.63413  -3.07217  7.33510  0.13
H  -1.42218  -4.04504  6.94568  0.13
H  -1.06526  -2.35286  7.19876  0.12
H  1.14872  -3.34998  6.03836  0.08
H  0.51883  -1.73486  5.81255  0.08
H  0.79152  -2.79337  4.37481  0.09
C  -8.58301  -4.84934  -0.31071  -0.36
O  -7.51652  -5.44355  -0.53366  -0.02
N  -9.51977  -5.15628  0.59032  -0.16
C  -10.67290  -4.22171  0.72129  -0.07
C  -9.44545  -6.25950  1.67293  0.01
H  -8.88091  -3.94565  -0.86461  0.13
H  -11.52824  -4.89157  0.63311  0.07
H  -10.89326  -3.51607  -0.07973  0.09
H  -10.87176  -3.72764  1.67231  0.08
H  -9.25424  -5.70528  2.59182  0.08
H  -10.35461  -6.85813  1.72922  0.08
H  -8.65889  -6.93094  1.32854  0.08
C  1.73608  4.47282  6.80099  -0.32
O  2.19432  3.36598  7.01603  0.02
N  0.41232  4.90839  6.87463  -0.22
C  -0.22644  5.87211  6.00614  -0.07
C  -0.52279  4.03837  7.48407  -0.09
H  2.32744  5.34402  6.47927  0.13
H  -0.94226  5.47846  5.28452  0.09
H  0.51698  6.39817  5.40723  0.08
H  -0.66652  6.60051  6.68720  0.09
H  -1.29080  4.46965  8.12614  0.10
H  -0.98928  3.51324  6.65056  0.09
H  -0.04076  3.20527  7.99564  0.09
C  1.63684  -9.93739  4.17339  0.05
C  2.42169  -9.09877  3.50311  -0.24
C  1.76075  -8.16205  2.55923  -0.29
O  2.34158  -7.32868  1.85288  0.09
C  0.27510  -8.19579  2.57667  0.09
C  -0.36582  -8.99191  3.47678  -0.26
C  0.23628  -10.09891  4.21247  -0.36
O  -0.40935  -10.95195  4.77731  0.14
O  -1.67095  -8.89066  3.60453  0.12
O  3.72438  -9.02784  3.72615  0.13
H  2.06456  -10.57517  4.93280  0.14
H  -0.28915  -7.50367  1.96922  0.13
H  -2.02444  -9.54377  4.21290  0.12
H  4.14457  -8.33603  3.20998  0.12
C  1.63314  8.48914  -1.34343  0.07
C  1.18857  8.59189  -2.58890  -0.21
C  1.85751  9.50419  -3.55253  -0.36
O  1.52100  9.63514  -4.69466  0.14
C  2.92073  10.29276  -2.97672  0.08
C  3.36068  10.12619  -1.68984  -0.21
C  2.75601  9.19992  -0.71137  -0.35
O  3.16484  9.13062  0.39508  0.16
O  4.50325  10.63961  -1.20239  0.10
O  0.23829  7.72466  -3.06373  0.10
H  1.11073  7.80414  -0.69207  0.13
H  3.42168  10.98862  -3.63339  0.13
H  4.71908  10.15384  -0.40298  0.10
H  0.09550  7.85840  -4.00358  0.11
C  3.65251  -0.70247  -4.39754  0.07
C  4.13329  0.54834  -4.39447  -0.21
C  5.36613  0.92787  -3.65845  -0.34
O  5.72218  2.06762  -3.42969  0.12
C  6.05959  -0.17328  -2.99913  0.06
C  5.58941  -1.44000  -3.00770  -0.19
C  4.27011  -1.86885  -3.70777  -0.23
O  3.78078  -3.05024  -3.67712  0.06
O  6.19019  -2.50615  -2.39065  0.08
O  3.53612  1.56586  -5.11901  0.09
H  2.74269  -0.80349  -4.97063  0.13
H  7.00986  0.08491  -2.55560  0.13
H  5.78740  -3.34569  -2.62419  0.10
H  4.11574  2.32724  -5.19607  0.11
C  -1.79991  -6.17085  -8.29953  0.07
C  -2.12608  -7.41645  -8.69800  -0.23
C  -3.58181  -7.94473  -8.51108  -0.34
O  -4.05024  -9.04988  -8.56050  0.12
C  -4.53446  -6.94481  -8.21061  0.03
C  -4.22713  -5.69119  -7.80891  -0.17
C  -2.80086  -5.18012  -7.68059  -0.25
O  -2.53983  -4.04437  -7.24300  0.09
O  -5.29406  -4.85888  -7.47956  0.08
O  -1.28583  -8.29022  -9.23009  0.11
H  -0.81964  -5.78040  -8.52979  0.12
H  -5.57243  -7.24300  -8.22211  0.14
H  -4.99934  -4.04856  -7.05750  0.11
H  -1.75721  -9.12564  -9.26864  0.11



For reference, molar mass by record: 666.936 72.107 1083.033 g/mol.
For reference, electronic energy by record: -2692.056293 -232.349191 -3950.739136 Eh.